No. 1
{
  "formula": "C16H42Cl4O11",
  "method": "wB97M-V/def2-TZVPD",
  "smiles": "C1CCOC1.ClCCl.ClCCl.OCCO.OCCO.OCCO.OCCO.OCCO",
  "total_charge": 0,
  "energy_ha": -3303.06146,
  "gap_ev": 9.54,
  "max_force_ha_per_bohr": 0.0893,
  "symbols": ["C", "C", "C", "O", "C", "H", "H", "H", "H", "H", "H", "H", "H", "Cl", "C", "Cl", "H", "H", "Cl", "C", "Cl", "H", "H", "O", "C", "C", "O", "H", "H", "H", "H", "H", "H", "O", "C", "C", "O", "H", "H", "H", "H", "H", "H", "O", "C", "C", "O", "H", "H", "H", "H", "H", "H", "O", "C", "C", "O", "H", "H", "H", "H", "H", "H", "O", "C", "C", "O", "H", "H", "H", "H", "H", "H"],
  "xyz": [[-0.67475, -0.03981, -0.22488], [-0.36110, -0.12461, 1.28052], [-0.17683, -1.61720, 1.49818], [0.44062, -2.08116, 0.31279], [-0.11742, -1.37068, -0.80188], [-0.15517, 0.77819, -0.71836], [-1.74125, 0.06282, -0.40737], [-1.09938, 0.30231, 1.95331], [0.61816, 0.34639, 1.39294], [-1.12872, -2.15357, 1.61388], [0.48160, -1.86260, 2.33414], [-0.90410, -1.92549, -1.31225], [0.73412, -1.17228, -1.45396], [0.01387, 4.92645, 2.36276], [0.64593, 3.28381, 2.27518], [0.19551, 2.31940, 3.71314], [0.22067, 2.77914, 1.41423], [1.72521, 3.34652, 2.21547], [-0.00852, -4.56359, -2.09136], [-1.45311, -5.37941, -1.49123], [-2.03703, -4.64025, -0.01823], [-2.22854, -5.26217, -2.24055], [-1.26562, -6.42466, -1.27431], [2.00595, -1.18160, 7.04159], [0.99940, -1.46295, 6.07620], [1.35629, -2.65453, 5.21665], [2.30935, -2.26505, 4.21637], [1.70660, -1.59300, 7.85958], [-0.04465, -1.49450, 6.41340], [0.92673, -0.60843, 5.39407], [0.48410, -2.95970, 4.63190], [1.76430, -3.53014, 5.72800], [3.04274, -1.79117, 4.62259], [2.85669, -3.03589, -0.73625], [3.80241, -2.76571, 0.28960], [3.70213, -1.34629, 0.79771], [4.14496, -0.36852, -0.15559], [2.02677, -2.65281, -0.39534], [3.69568, -3.46007, 1.13010], [4.79678, -2.93616, -0.13011], [4.20831, -1.16906, 1.74872], [2.64976, -1.12097, 0.98457], [5.07912, -0.19506, -0.01754], [2.27962, 1.12012, -1.53218], [2.15520, 0.58016, -2.83194], [0.73385, 0.81951, -3.35701], [0.59997, 2.10592, -3.94929], [2.92656, 0.56068, -1.05440], [2.89507, 0.97210, -3.53754], [2.28803, -0.51193, -2.83872], [-0.00614, 0.68819, -2.55820], [0.49767, 0.06496, -4.11039], [0.91628, 2.75320, -3.30959], [-2.94156, 1.22494, -2.92848], [-2.63272, 1.43853, -4.32551], [-1.52327, 2.47466, -4.39070], [-2.07891, 3.77392, -4.56582], [-3.41160, 0.38490, -2.88717], [-2.24885, 0.50795, -4.74227], [-3.51712, 1.78776, -4.85532], [-0.81552, 2.18025, -5.17206], [-0.96227, 2.51231, -3.45030], [-1.40105, 4.37410, -4.88594], [-2.26950, 2.65610, -0.68249], [-3.15075, 2.38458, 0.39264], [-4.28016, 3.37675, 0.47174], [-5.05869, 3.32910, -0.71868], [-2.71197, 2.32800, -1.49314], [-3.50316, 1.34680, 0.36306], [-2.55868, 2.45275, 1.31509], [-3.90039, 4.38354, 0.66816], [-4.93318, 3.13874, 1.31470], [-4.62438, 3.85549, -1.39662]],
  "atomic_forces_ev_per_a": [[0.0, -0.4, -0.1], [0.5, -0.3, -0.7], [-0.1, -0.2, 0.2], [0.0, -0.2, -0.4], [0.1, 0.9, 0.6], [-0.2, 0.2, 0.4], [0.0, 0.0, -0.1], [0.0, 0.2, -0.1], [-0.1, 0.1, 0.5], [-0.1, 0.2, 0.2], [0.0, 0.0, 0.0], [0.2, -0.3, 0.0], [-0.3, -0.2, -0.3], [-0.1, 0.0, 0.0], [-0.2, -0.2, 0.1], [0.2, 0.2, -0.1], [0.0, 0.1, -0.1], [0.0, -0.1, 0.1], [0.2, -0.3, -0.1], [-0.2, 0.1, -0.4], [-0.2, 0.3, 0.6], [0.0, -0.1, 0.0], [0.2, 0.0, -0.2], [-0.7, -0.1, 0.2], [-0.3, 0.3, -0.8], [0.3, 0.3, -1.0], [0.0, -0.1, -0.2], [0.3, 0.1, 0.1], [0.3, -0.5, 0.8], [0.5, 0.0, 0.0], [0.0, -0.1, 0.2], [-0.3, 0.2, 0.5], [-0.1, -0.1, 0.2], [0.2, 0.5, 0.4], [0.3, -0.2, -0.2], [-0.3, 0.4, 0.1], [0.0, -0.1, 0.1], [-0.1, -0.5, -0.1], [-0.2, 0.0, 0.1], [0.0, 0.0, -0.1], [0.2, -0.3, 0.0], [0.0, 0.0, 0.0], [0.0, 0.0, -0.1], [0.3, -0.2, 0.0], [-0.9, -0.9, -0.2], [0.8, 0.1, 0.0], [4.5, -0.8, 0.6], [-0.1, 0.4, 0.0], [-0.1, 0.2, 0.0], [0.2, 0.1, 0.3], [0.2, 0.1, -0.1], [0.1, 0.2, -0.3], [0.3, 0.0, 0.1], [-0.3, -0.5, -0.6], [0.5, 0.5, 0.8], [-2.0, 0.4, 0.1], [-0.6, 0.3, -0.6], [-0.1, 0.2, 0.3], [-0.2, -0.1, -0.1], [-0.1, -0.1, -0.2], [-0.9, 0.6, -0.2], [-1.7, -0.3, -0.4], [0.1, -0.1, 0.0], [-0.5, 0.0, -0.2], [0.8, 0.0, 0.5], [-0.2, -0.1, -0.1], [-0.2, 0.1, 0.2], [0.5, 0.1, 0.2], [-0.3, 0.1, -0.2], [0.0, 0.1, 0.0], [0.1, 0.0, -0.2], [-0.1, -0.1, -0.1], [0.1, 0.0, 0.0]],
  "mulliken_charge": [0.351, -0.315, -0.479, -0.403, 0.301, -0.087, -0.033, 0.366, 0.004, 0.349, 0.000, 0.280, -0.421, -0.165, 0.300, -0.161, -0.328, 0.340, -0.077, -0.386, -0.134, 0.284, 0.330, -0.506, -0.494, -0.212, -0.467, 0.321, 0.376, 0.220, 0.252, 0.273, 0.281, -0.569, -0.393, 0.122, -0.534, 0.407, 0.267, 0.327, 0.389, -0.257, 0.280, -0.522, -0.801, 0.364, -0.586, 0.281, 0.427, 0.364, -0.234, 0.395, 0.302, -0.453, -0.587, 0.087, -0.590, 0.209, 0.329, 0.390, 0.276, 0.026, 0.328, -0.309, -0.075, -0.730, -0.537, 0.167, 0.276, 0.220, 0.297, 0.373, 0.314]
}

=====

No. 2
{
  "formula": "C16H42NO14S5V",
  "method": "wB97M-V/def2-TZVPD",
  "e_above_lowest_ev": 0.000,
  "total_charge": 1,
  "energy_ha": -4677.53526,
  "spin_multiplicity": 4,
  "s_squared": 3.753,
  "gap_ev": [8.49, 8.82],
  "max_force_ha_per_bohr": 0.0325,
  "symbols": ["V", "N", "O", "O", "O", "C", "S", "O", "C", "H", "H", "H", "H", "H", "H", "C", "S", "O", "C", "H", "H", "H", "H", "H", "H", "C", "S", "O", "C", "H", "H", "H", "H", "H", "H", "C", "S", "O", "C", "H", "H", "H", "H", "H", "H", "C", "S", "O", "C", "H", "H", "H", "H", "H", "H", "C", "O", "C", "O", "O", "C", "H", "H", "H", "H", "H", "H", "C", "O", "C", "O", "O", "C", "H", "H", "H", "H", "H", "H"],
  "xyz": [[2.29185, 1.46767, 0.97808], [0.18412, -0.16936, 0.08723], [-0.62991, -0.99539, -0.28617], [-0.00877, 1.05339, 0.01448], [1.36431, -0.53149, 0.44337], [-0.71156, 4.63318, 0.13682], [1.00359, 4.60109, -0.32553], [1.55626, 3.36587, 0.31117], [0.84325, 4.19982, -2.06658], [-0.68416, 4.77435, 1.21719], [-1.25006, 3.74325, -0.17135], [-1.14608, 5.53858, -0.29086], [0.90974, 3.11712, -2.14461], [1.66277, 4.68297, -2.59328], [-0.11610, 4.55238, -2.45133], [3.11644, 1.45074, -3.78074], [3.34549, 0.57259, -2.24988], [2.71979, 1.39523, -1.15889], [2.19938, -0.73906, -2.57828], [2.06170, 1.56206, -4.03255], [3.56618, 0.81186, -4.54416], [3.64501, 2.39839, -3.74621], [2.20823, -1.42198, -1.73328], [2.47046, -1.23777, -3.50726], [1.19598, -0.31645, -2.67566], [-3.97931, 2.13793, -1.45004], [-3.13523, 2.59686, -2.98114], [-2.82878, 4.04333, -2.85772], [-1.64987, 1.70857, -2.53490], [-4.89014, 2.71773, -1.33001], [-3.29982, 2.43602, -0.65367], [-4.16402, 1.06829, -1.47602], [-0.92281, 1.88749, -3.33108], [-1.88115, 0.64834, -2.45011], [-1.23234, 2.10323, -1.61415], [3.10145, -2.43752, 2.47296], [4.14682, -0.99455, 2.54978], [3.17087, 0.16288, 2.52420], [4.62803, -1.11667, 4.26205], [2.11085, -2.24144, 2.86976], [3.59424, -3.24424, 3.02016], [3.04029, -2.78409, 1.44283], [5.33902, -0.32712, 4.48285], [5.05937, -2.09875, 4.44482], [3.72142, -1.01122, 4.85921], [-0.22357, -0.23292, 3.70761], [-0.04422, 1.54791, 3.65175], [0.93828, 1.79575, 2.55757], [-1.66985, 1.86382, 2.99334], [-0.98506, -0.49704, 4.43660], [0.76411, -0.63422, 3.91678], [-0.50729, -0.57190, 2.70822], [-1.83064, 2.92572, 2.83514], [-2.34392, 1.49444, 3.77070], [-1.83618, 1.31471, 2.06630], [-3.49453, -1.82276, 1.47672], [-4.85158, -1.38727, 1.57518], [-5.05205, -0.09268, 1.36298], [-4.18075, 0.74118, 1.27192], [-6.36017, 0.11484, 1.29991], [-6.78150, 1.47430, 1.21872], [-2.97290, -1.30417, 0.67112], [-3.52384, -2.86642, 1.16124], [-2.94590, -1.75123, 2.41263], [-6.16093, 2.04772, 0.53145], [-6.80238, 1.92471, 2.20674], [-7.77019, 1.47167, 0.76434], [3.72914, -5.56277, -3.69820], [2.73071, -4.71685, -3.16303], [2.10979, -5.18568, -2.07264], [2.08622, -6.32604, -1.71523], [1.46654, -4.16672, -1.49749], [0.83817, -4.45451, -0.25003], [4.61763, -5.57658, -3.06324], [3.96627, -5.20504, -4.69511], [3.40375, -6.60050, -3.79622], [1.37296, -5.19728, 0.33912], [-0.18261, -4.82649, -0.35848], [0.76972, -3.50184, 0.27208]],
  "atomic_forces_ev_per_a": [[-1.4, -0.7, -0.4], [0.8, 0.2, -1.3], [-0.2, -0.2, 0.4], [-0.4, 0.0, 0.4], [-0.1, 0.3, 0.7], [0.0, 0.5, 0.2], [0.0, 0.1, -0.2], [0.7, -0.3, 0.6], [-0.2, 0.2, -0.1], [-0.2, -0.2, 0.0], [0.0, -0.1, 0.0], [-0.1, -0.1, -0.2], [0.0, 0.0, 0.1], [0.0, -0.1, -0.1], [0.0, 0.0, 0.0], [-0.1, -0.2, -0.3], [0.5, -0.4, 0.0], [0.1, 0.5, 0.3], [-0.5, -0.1, -0.1], [0.0, 0.2, 0.2], [0.1, 0.1, 0.0], [0.0, 0.1, 0.1], [0.1, -0.1, -0.1], [0.1, -0.1, 0.1], [0.0, 0.1, 0.0], [0.3, 0.4, -0.2], [-0.5, -0.2, 0.2], [0.3, 0.4, 0.1], [0.3, 0.1, -0.5], [-0.1, -0.1, -0.3], [0.0, -0.3, 0.2], [-0.1, 0.0, 0.2], [-0.1, -0.2, -0.1], [0.1, -0.1, 0.1], [-0.2, -0.1, 0.1], [0.4, -0.9, -0.2], [-0.2, 0.0, -0.2], [0.2, 0.6, -0.3], [-0.3, -0.1, 0.1], [0.0, 0.2, 0.1], [-0.1, 0.1, 0.1], [-0.2, 0.3, -0.1], [0.0, 0.0, 0.0], [0.2, 0.1, -0.1], [0.1, 0.1, 0.0], [0.1, 0.0, -0.5], [-0.1, -0.2, 0.1], [0.5, 0.4, -0.1], [-0.2, -0.2, 0.0], [0.1, -0.1, 0.1], [-0.1, 0.0, 0.3], [-0.1, 0.0, 0.1], [0.1, 0.1, 0.1], [-0.2, 0.1, -0.1], [0.1, 0.0, 0.0], [0.3, -0.5, -0.9], [0.1, -0.2, 0.0], [0.2, 0.1, 0.4], [-0.2, 0.0, 0.0], [0.0, -0.1, 0.0], [-0.2, 0.3, -0.6], [0.0, 0.3, 0.3], [-0.2, 0.0, 0.3], [-0.2, 0.2, 0.1], [0.3, -0.1, 0.3], [0.0, 0.1, 0.0], [-0.1, -0.2, 0.3], [0.4, -1.0, -0.4], [-0.1, 0.4, 0.4], [-0.4, 0.1, -0.5], [0.2, -0.2, 0.3], [0.2, 0.1, 0.1], [-0.6, 0.1, 0.5], [0.0, 0.2, 0.0], [0.0, 0.2, 0.1], [-0.3, 0.2, 0.1], [0.3, 0.1, -0.2], [0.1, 0.0, -0.4], [0.1, 0.0, 0.0]],
  "mulliken_spin": [2.971, -0.005, 0.003, 0.015, -0.047, 0.002, 0.000, 0.002, 0.000, -0.001, 0.000, 0.000, 0.001, 0.000, 0.000, 0.002, -0.001, 0.015, -0.003, 0.000, -0.001, 0.000, 0.004, 0.000, 0.000, 0.000, 0.000, 0.000, -0.001, 0.000, 0.000, 0.000, 0.000, 0.000, 0.001, -0.002, 0.006, 0.016, 0.001, 0.000, 0.000, 0.002, 0.000, -0.001, 0.000, 0.004, -0.001, 0.015, 0.002, 0.001, 0.000, 0.000, 0.000, 0.000, -0.001, 0.000, 0.000, 0.000, 0.000, 0.000, 0.000, 0.000, 0.000, 0.000, 0.000, 0.000, 0.000, 0.000, 0.000, 0.000, 0.000, 0.000, 0.000, 0.000, 0.000, 0.000, 0.000, 0.000, 0.000]
}

=====

No. 3
{
  "formula": "C16H43ClN2O3SSi2",
  "method": "wB97M-V/def2-TZVPD",
  "total_charge": 0,
  "energy_ha": -2407.90332,
  "gap_ev": 7.45,
  "max_force_ha_per_bohr": 0.1410,
  "symbols": ["O", "S", "O", "Cl", "C", "C", "C", "C", "Si", "O", "Si", "H", "H", "H", "H", "H", "H", "H", "H", "H", "H", "H", "H", "H", "C", "C", "N", "C", "C", "C", "C", "H", "H", "H", "H", "H", "H", "H", "H", "H", "H", "H", "H", "H", "H", "H", "C", "C", "N", "C", "C", "C", "C", "H", "H", "H", "H", "H", "H", "H", "H", "H", "H", "H", "H", "H", "H", "H"],
  "xyz": [[-6.72079, -7.43335, -1.27161], [-6.67495, -6.12301, -2.09443], [-7.62317, -5.10016, -1.40311], [-7.50758, -6.53237, -4.00697], [-4.94282, -5.48594, -2.41291], [-4.00797, -5.37417, -1.03597], [-2.84083, -4.26211, -1.26168], [-3.09546, -2.78376, -0.62563], [-4.91290, -2.16798, -0.58987], [-5.29859, -0.87278, -1.71130], [-4.93946, -1.29968, -3.37725], [-4.40809, -6.27496, -3.13039], [-4.97668, -4.47174, -3.02020], [-3.46058, -6.43478, -0.97131], [-4.63243, -5.28283, -0.05341], [-2.58921, -4.16438, -2.42116], [-1.83599, -4.67609, -0.76699], [-2.56815, -2.68917, 0.44054], [-2.49457, -2.01495, -1.31504], [-5.13667, -1.61869, 0.77231], [-5.86639, -3.30174, -0.69424], [-5.05722, -0.15499, -4.28454], [-5.93115, -2.30036, -3.83617], [-3.61399, -1.91788, -3.40896], [-1.30640, 0.81206, -3.47291], [-0.82761, 1.28577, -2.10348], [0.49813, 0.78509, -1.72984], [0.82575, 1.00740, -0.31886], [0.95699, 2.45042, 0.15793], [1.58499, 1.06264, -2.67193], [1.86947, 2.52271, -3.01294], [-1.28999, -0.27995, -3.54315], [-2.33735, 1.14313, -3.63980], [-0.69800, 1.22447, -4.28309], [-1.56004, 0.92144, -1.37043], [-0.87173, 2.37869, -2.07093], [1.74913, 0.46902, -0.07033], [0.05028, 0.52219, 0.28928], [1.89173, 2.90333, -0.18034], [0.97137, 2.47557, 1.25224], [0.12391, 3.07694, -0.17043], [1.37199, 0.53168, -3.60727], [2.51130, 0.59872, -2.30895], [0.96027, 3.09455, -3.20550], [2.48439, 2.57256, -3.92019], [2.43549, 3.01749, -2.22114], [4.69789, 2.55095, 1.34193], [4.24594, 3.23717, 2.62795], [3.81661, 2.31015, 3.67875], [3.12690, 2.97172, 4.78971], [3.92905, 3.95684, 5.63408], [4.78362, 1.28206, 4.07086], [6.14426, 1.74885, 4.58056], [3.92111, 1.88519, 0.95326], [4.90855, 3.30399, 0.57455], [5.61436, 1.97200, 1.48863], [3.39759, 3.88133, 2.35979], [5.04362, 3.90116, 2.97479], [2.69225, 2.21249, 5.45221], [2.26125, 3.50891, 4.37900], [4.62002, 3.44259, 6.30594], [3.24903, 4.53850, 6.26464], [4.49417, 4.66669, 5.02487], [4.95194, 0.62364, 3.21045], [4.33226, 0.62343, 4.82419], [6.57032, 2.54753, 3.97120], [6.85022, 0.90933, 4.55784], [6.09062, 2.08739, 5.61721]],
  "atomic_forces_ev_per_a": [[1.3, 4.0, -3.6], [-4.3, -0.9, 5.8], [3.9, -2.7, -3.3], [0.9, 0.4, 1.0], [1.8, 0.1, -0.8], [0.4, -1.5, -0.5], [1.1, -0.2, 0.1], [1.9, 0.4, -0.7], [-0.2, 1.3, 0.2], [1.3, -2.5, -1.2], [-1.1, 0.5, 2.0], [-1.5, 1.6, 1.6], [-0.4, -2.0, 1.4], [-1.3, 2.3, -0.1], [1.1, 0.2, -2.0], [-0.7, -0.3, 2.4], [-2.3, 0.8, -1.1], [-1.4, -0.3, -2.2], [-1.1, -1.6, 1.5], [0.0, 0.2, -0.3], [0.2, 0.2, -0.4], [0.1, 0.2, 0.1], [0.1, -0.1, 0.1], [0.3, -0.1, -0.1], [0.1, 0.1, -0.1], [0.1, -0.2, 0.0], [0.1, -0.2, 0.2], [-0.2, -0.2, 0.0], [0.2, 0.2, 0.2], [-0.2, -0.2, -0.2], [0.4, 0.2, -0.1], [0.1, 0.1, 0.0], [0.1, 0.0, 0.1], [-0.1, -0.1, 0.0], [0.3, 0.1, 0.1], [-0.1, 0.2, 0.0], [-0.1, 0.0, -0.2], [0.0, 0.0, -0.2], [-0.1, 0.0, 0.0], [0.0, 0.0, -0.1], [0.1, -0.1, 0.0], [-0.1, 0.0, 0.1], [-0.3, 0.0, 0.2], [0.0, 0.0, 0.0], [-0.1, 0.0, 0.1], [-0.2, 0.1, -0.1], [0.1, -0.1, 0.0], [-0.1, -0.3, 0.0], [-0.3, -0.1, 0.2], [-0.2, 0.0, -0.2], [0.1, 0.1, 0.3], [-0.1, -0.1, -0.4], [0.3, -0.2, 0.3], [0.1, 0.0, 0.1], [0.0, -0.1, 0.1], [-0.1, 0.0, 0.0], [0.0, -0.1, 0.3], [0.1, 0.2, 0.0], [0.2, -0.1, -0.2], [0.2, -0.1, -0.1], [0.0, 0.1, -0.1], [0.0, 0.0, -0.1], [0.0, -0.1, 0.0], [-0.1, 0.2, 0.0], [-0.1, 0.3, -0.1], [0.0, 0.0, 0.0], [-0.1, 0.1, 0.0], [0.1, 0.1, -0.1]],
  "mulliken_charge": [-0.530, 0.989, -0.512, -0.228, -0.519, -0.547, -0.562, -0.169, 0.418, -0.303, 0.638, 0.434, 0.138, 0.324, 0.350, 0.247, 0.320, 0.388, -0.192, -0.194, -0.054, -0.174, -0.126, -0.127, -1.417, -0.405, 0.149, -0.731, -0.752, -0.687, -0.925, 0.290, 0.379, 0.358, 0.451, 0.276, 0.369, 0.328, 0.019, 0.333, 0.386, 0.371, 0.359, 0.249, 0.370, 0.222, -1.394, -0.442, 0.172, -0.656, -0.981, -0.693, -0.966, 0.189, 0.410, 0.394, 0.484, 0.264, 0.391, 0.331, 0.210, 0.415, 0.263, 0.354, 0.363, 0.249, 0.371, 0.268]
}